Entry 1:
C2H3IS2 | wB97M-V/def2-TZVPD

```
8
C2H3IS2 | the Open Molecules 2025 dataset | wB97M-V/def2-TZVPD
H 1.171 -1.132 2.244
I -1.118 -0.864 -3.430
S 0.694 0.504 -2.766
S -2.066 0.281 2.093
H 1.255 0.070 0.869
H -0.036 1.598 -2.523
C 0.664 -0.395 1.642
C -0.564 -0.062 1.871
```

As for the HOMO-LUMO gap: 0.290 Ha. Its relative energy (zero: lowest compared OMol25 entry of this formula, charge and spin) is 23.4 kcal per mole.

What are the Löwdin partial charges on each atom? They are as follows, in elementary charge units: atom 1 (H): 0.063, atom 2 (I): 0.296, atom 3 (S): -0.041, atom 4 (S): 0.743, atom 5 (H): 0.054, atom 6 (H): -0.250, atom 7 (C): -0.080, atom 8 (C): -0.784

---

Entry 2:
C5H9NOS | wB97M-V/def2-TZVPD

```
17
C5H9NOS | the Open Molecules 2025 dataset | wB97M-V/def2-TZVPD
H 2.455 1.176 0.935
N -1.215 0.330 -0.995
C 0.021 -0.394 -1.199
H 0.191 -1.054 -2.019
H -0.449 -0.457 1.631
C -1.221 -0.869 -0.456
O 0.224 1.654 0.263
C 1.655 1.273 -0.118
H -1.843 -1.639 -0.934
S 2.347 -1.196 -0.037
H -1.056 1.102 -0.298
C 1.207 -0.171 -0.462
H -2.470 -0.430 1.045
H -1.489 -2.123 1.492
H 2.142 1.795 -0.994
H 0.907 1.960 1.157
C -1.405 -0.957 0.990
```

As for the HOMO-LUMO gap: 0.303 Ha. Its relative energy (zero: lowest compared OMol25 entry of this formula, charge and spin) is 178.2 kcal per mole.

What are the Löwdin partial charges on each atom? They are as follows, in elementary charge units: atom 1 (H): 0.167, atom 2 (N): 0.053, atom 3 (C): -0.256, atom 4 (H): 0.137, atom 5 (H): 0.126, atom 6 (C): -0.465, atom 7 (O): -0.216, atom 8 (C): -0.236, atom 9 (H): 0.141, atom 10 (S): 0.763, atom 11 (H): 0.081, atom 12 (C): -0.809, atom 13 (H): 0.118, atom 14 (H): 0.137, atom 15 (H): 0.129, atom 16 (H): 0.215, atom 17 (C): -0.086

---

Entry 3:
C33H45BBrIN2O17PS2 | wB97M-V/def2-TZVPD

```
103
C33H45BBrIN2O17PS2 | the Open Molecules 2025 dataset | wB97M-V/def2-TZVPD
H -2.590 -1.347 -0.191
C -1.290 -1.431 3.090
H 9.415 1.702 4.742
C -10.925 -0.586 -4.584
O 1.146 -4.029 -1.509
C 6.244 2.683 5.698
H -6.922 -0.751 -0.835
C 4.202 1.412 -0.962
O 2.183 -0.401 -0.173
H -10.486 1.339 -3.806
H 3.001 2.919 0.442
H -2.949 0.795 -0.068
O 10.106 4.037 5.645
O 5.089 2.278 5.713
C -1.675 2.073 -3.058
H -8.166 -1.944 -2.130
H -1.402 3.056 -3.635
H -0.118 5.151 -0.009
H -1.595 -2.534 2.728
C -9.233 -0.181 -2.856
H -11.693 -0.267 -5.279
H -5.700 -0.340 -2.322
H 0.843 -2.368 -3.589
H 8.131 5.437 6.581
H 4.720 1.337 3.501
H -2.154 -0.392 4.665
O -11.221 -2.820 -5.274
I 0.986 1.601 3.397
O -6.600 -3.347 -1.849
H 4.861 0.613 -0.444
C 4.383 1.551 2.376
H -5.075 -0.437 -0.471
C 3.972 0.888 -2.510
H 3.824 -0.650 3.520
C 0.302 4.060 0.231
H -1.991 -0.102 -1.896
C -10.626 -2.031 -4.552
H -2.585 -0.402 1.718
C -0.012 -1.658 4.058
O 3.441 -2.739 -1.255
H 2.178 2.287 -1.104
C -8.934 -1.626 -2.824
H -2.490 2.286 -2.237
O 1.061 -2.031 1.088
H 4.893 2.382 -1.069
O 1.695 -2.028 -3.182
H -1.014 -2.835 -2.419
O -4.259 -3.049 -1.248
H 5.359 1.367 1.726
C -5.599 -2.496 -1.498
C 7.856 4.460 6.202
O 1.191 -4.097 1.530
S 5.540 -0.009 -3.134
Br 0.833 1.084 -4.087
O -8.638 0.608 -2.135
H 5.780 4.612 6.616
H 1.041 -1.456 3.620
H -9.373 -3.551 -3.602
H -1.680 0.724 2.751
H 7.376 1.311 -3.099
C -1.772 -2.850 -1.543
H 4.014 2.661 2.355
H -3.290 -3.355 -3.181
H 3.715 1.770 -3.249
H -1.826 -3.996 -1.205
C 0.257 2.751 0.817
H 3.725 -3.395 -1.975
H 3.125 0.062 -2.560
C 6.595 4.018 6.221
C -5.824 -0.881 -1.284
B 3.185 0.459 1.936
S -1.835 1.465 0.454
N -0.593 0.231 0.956
O 6.694 1.050 -3.814
C -0.436 -0.657 -0.313
C -1.541 -1.923 -0.258
C -3.274 -2.617 -2.250
P 1.679 -2.548 -1.518
H -2.144 1.285 -3.801
O 3.342 -0.825 2.660
C -10.278 0.276 -3.795
H -0.413 -0.785 -2.572
C 2.065 0.732 0.709
H -3.423 -1.541 -2.673
H -1.370 -2.656 0.624
C -0.313 1.324 -2.409
C 8.952 3.632 5.660
H -0.096 -1.007 5.055
O -2.405 -1.176 4.094
H 0.177 2.172 -1.817
C 7.339 1.855 5.156
H 7.065 0.878 4.777
C 0.577 1.143 1.230
O 6.124 -0.999 -2.083
C -0.807 -0.021 -1.734
C -1.438 -0.239 2.067
N 1.840 -3.070 1.257
C 1.085 -1.356 -0.199
C 2.852 1.915 -0.189
C -9.582 -2.488 -3.614
C 8.601 2.297 5.137
H -0.022 -2.788 4.441
O 5.016 -0.919 -4.311
```

As for the HOMO-LUMO gap: 0.262 Ha. As for the charge: +1.

Löwdin atomic charge list, values in e, 99 entries: atom 1 (H): 0.112, atom 2 (C): -0.324, atom 3 (H): 0.127, atom 4 (C): 0.027, atom 5 (O): -0.316, atom 6 (C): -0.387, atom 7 (H): 0.107, atom 8 (C): -0.189, atom 9 (O): -0.089, atom 10 (H): 0.122, atom 11 (H): 0.131, atom 12 (H): -0.028, atom 13 (O): 0.117, atom 14 (O): 0.065, atom 15 (C): -0.169, atom 16 (H): 0.067, atom 17 (H): 0.093, atom 18 (H): 0.103, atom 19 (H): 0.171, atom 20 (C): -0.378, atom 21 (H): 0.125, atom 22 (H): 0.112, atom 23 (H): 0.083, atom 24 (H): 0.127, atom 25 (H): 0.065, atom 26 (H): 0.104, atom 27 (O): 0.111, atom 28 (I): 1.297, atom 29 (O): -0.010, atom 30 (H): 0.109, atom 31 (C): -0.069, atom 32 (H): 0.080, atom 33 (C): -0.236, atom 34 (H): 0.118, atom 35 (C): 0.128, atom 36 (H): 0.110, atom 37 (C): -0.378, atom 38 (H): 0.140, atom 39 (C): -0.113, atom 40 (O): -0.183, atom 41 (H): 0.115, atom 42 (C): 0.016, atom 43 (H): 0.067, atom 44 (O): -0.097, atom 45 (H): 0.145, atom 46 (O): -0.220, atom 47 (H): 0.089, atom 48 (O): -0.111, atom 49 (H): 0.102, atom 50 (C): -0.252, atom 51 (C): 0.030, atom 52 (O): 0.093, atom 53 (S): 0.801, atom 54 (Br): 0.711, atom 55 (O): 0.071, atom 56 (H): 0.123, atom 57 (H): 0.036, atom 58 (H): 0.128, atom 59 (H): 0.109, atom 60 (H): 0.124, atom 61 (C): -0.144, atom 62 (H): 0.074, atom 63 (H): 0.157, atom 64 (H): 0.107, atom 65 (H): 0.160, atom 66 (C): -0.274, atom 67 (H): 0.117, atom 68 (H): 0.065, atom 69 (C): 0.022, atom 70 (C): -0.015, atom 71 (B): -0.517, atom 72 (S): 1.015, atom 73 (N): -0.336, atom 74 (O): -0.221, atom 75 (C): -0.216, atom 76 (C): -0.094, atom 77 (C): -0.168, atom 78 (P): 0.819, atom 79 (H): 0.090, atom 80 (O): 0.003, atom 81 (C): 0.020, atom 82 (H): 0.103, atom 83 (C): -0.306, atom 84 (H): 0.120, atom 85 (H): 0.126, atom 86 (C): -0.633, atom 87 (C): -0.377, atom 88 (H): 0.090, atom 89 (O): -0.108, atom 90 (H): 0.048, atom 91 (C): 0.015, atom 92 (H): 0.118, atom 93 (C): -0.519, atom 94 (O): -0.368, atom 95 (C): -0.220, atom 96 (C): -0.305, atom 97 (N): 0.001, atom 98 (C): -0.309, atom 99 (C): -0.110

---

Entry 4:
C20H20N2O4 | wB97M-V/def2-TZVPD

```
46
C20H20N2O4 | the Open Molecules 2025 dataset | wB97M-V/def2-TZVPD
C 2.873 1.026 -1.264
O -0.902 2.844 1.178
C -0.042 1.329 -0.826
H -3.339 -4.131 0.053
N 4.397 0.103 0.057
H 5.869 0.144 -2.330
H 6.025 1.760 -1.628
C 5.966 -1.793 0.057
O 0.287 0.100 1.193
H 5.666 -0.378 1.621
C -4.518 -1.017 -0.545
O -1.397 1.338 -0.415
C -3.106 1.890 1.136
C -1.668 2.079 0.655
C -3.438 -3.059 0.121
H 3.615 -0.189 2.777
C 2.219 0.516 -0.104
H 2.037 -0.798 2.268
H 6.456 0.276 0.184
C -2.723 -0.954 1.059
H -2.039 -0.421 1.699
H -0.019 0.819 -1.789
C -3.677 -0.277 0.308
H 4.926 1.492 -2.981
H 3.501 -1.750 1.952
C 5.323 1.052 -2.071
H -3.071 1.544 2.178
O -3.899 1.062 0.329
C 5.661 -0.395 0.526
H 4.211 -2.184 -1.030
C -2.609 -2.330 0.958
H -1.854 -2.833 1.543
N -6.295 0.149 -1.969
C 3.087 -0.742 1.999
C -4.392 -2.402 -0.631
H 2.412 1.530 -2.088
C 4.202 0.752 -1.141
H -3.595 2.869 1.120
C 3.211 -0.060 0.688
H -5.048 -2.947 -1.294
C 5.171 -2.535 -0.688
H 0.332 2.353 -0.922
C -5.493 -0.356 -1.323
H 5.448 -3.530 -0.989
C 0.814 0.578 0.208
H 6.925 -2.165 0.391
```

As for the HOMO-LUMO gap: 0.331 Ha. Its relative energy (zero: lowest compared OMol25 entry of this formula, charge and spin) is 54.5 kcal per mole.

What are the Löwdin partial charges on each atom? They are as follows, in elementary charge units: atom 1 (C): 0.016, atom 2 (O): 0.134, atom 3 (C): -0.068, atom 4 (H): 0.102, atom 5 (N): -0.031, atom 6 (H): 0.079, atom 7 (H): 0.082, atom 8 (C): -0.145, atom 9 (O): 0.087, atom 10 (H): 0.126, atom 11 (C): -0.157, atom 12 (O): 0.026, atom 13 (C): -0.063, atom 14 (C): -0.475, atom 15 (C): -0.085, atom 16 (H): 0.091, atom 17 (C): -0.111, atom 18 (H): 0.072, atom 19 (H): 0.126, atom 20 (C): -0.003, atom 21 (H): 0.102, atom 22 (H): 0.146, atom 23 (C): -0.208, atom 24 (H): 0.083, atom 25 (H): 0.087, atom 26 (C): -0.023, atom 27 (H): 0.148, atom 28 (O): -0.010, atom 29 (C): -0.138, atom 30 (H): 0.068, atom 31 (C): -0.057, atom 32 (H): 0.110, atom 33 (N): 0.167, atom 34 (C): 0.004, atom 35 (C): -0.026, atom 36 (H): 0.111, atom 37 (C): -0.276, atom 38 (H): 0.151, atom 39 (C): -0.197, atom 40 (H): 0.120, atom 41 (C): 0.026, atom 42 (H): 0.142, atom 43 (C): -0.182, atom 44 (H): 0.057, atom 45 (C): -0.309, atom 46 (H): 0.099

---

Entry 5:
C3H5ClOS | wB97M-V/def2-TZVPD

```
11
C3H5ClOS | the Open Molecules 2025 dataset | wB97M-V/def2-TZVPD
H 2.009 -0.537 1.104
H -0.816 -1.087 1.035
C 0.277 1.334 0.158
H 0.199 0.210 -1.716
H -0.177 1.326 1.199
C -0.843 -0.853 -0.012
H -0.880 -1.847 -0.459
S 1.886 -0.811 -0.222
Cl -2.484 -0.134 -0.214
C 0.293 -0.028 -0.566
O 0.536 2.426 -0.309
```

As for the HOMO-LUMO gap: 0.376 Ha. Its relative energy (zero: lowest compared OMol25 entry of this formula, charge and spin) is 15.3 kcal per mole.

What are the Löwdin partial charges on each atom? They are as follows, in elementary charge units: atom 1 (H): -0.107, atom 2 (H): 0.060, atom 3 (C): -0.342, atom 4 (H): 0.160, atom 5 (H): 0.138, atom 6 (C): -0.643, atom 7 (H): 0.072, atom 8 (S): 0.775, atom 9 (Cl): 0.554, atom 10 (C): -0.715, atom 11 (O): 0.048